(1)
Below is C7H10 in the gas phase, with properties calculated with ωB97M-V with the def2-TZVPD basis set.

Summary:
**LUMO**: 1.143 eV
**E_tot**: -272.61546 Eh
**SMILES string**: C[C@]12C[C@@H]3[C@H](C1)[C@@H]32
**Energy relative to the best compared isomer or geometry (same formula, charge and spin)**: 2.7902 eV
**Orbital gap**: 10.42 eV

Last column: Mulliken charge in e.
Positions of all 17 atoms, in Å:
C 1.50 -1.30 0.03  -1.345
C 0.36 -0.33 -0.12  0.490
C -1.09 -0.85 0.08  -0.646
C -1.56 0.49 -0.42  -0.414
C -0.61 1.52 0.18  -0.464
C 0.54 0.80 0.88  -0.741
C -0.25 0.78 -1.10  -0.545
H 1.31 -2.33 -0.29  0.358
H 2.44 -0.94 -0.40  0.319
H 1.64 -1.30 1.13  0.333
H -1.38 -1.16 1.09  0.301
H -1.32 -1.65 -0.64  0.357
H -2.55 0.76 -0.77  0.401
H -0.89 2.56 0.26  0.417
H 0.65 0.44 1.91  0.443
H 1.46 1.34 0.60  0.288
H 0.03 1.21 -2.06  0.447

---

(2)
Below is a molecular structure, C36H32IP2Pm in a non-equilibrium geometry, with properties calculated with ωB97M-V with the def2-TZVPD basis set.

Summary:
**LUMO (spin up / spin down)**: -7.645 / -7.500 eV
**E_tot**: -2979.20540 Eh
**Expectation value of S²**: 6.0080
**Charge**: +2
**Multiplicity**: 5
**Energy relative to the best compared isomer or geometry (same formula, charge and spin)**: 0.0000 eV
**Orbital gap (spin up / spin down)**: 6.04 / 6.19 eV

Last column: Mulliken charge in e.
Positions of all 72 atoms, in Å:
C 0.43 -1.41 -3.92  -1.229
C -0.60 -1.61 -2.98  1.455
C -1.91 -1.73 -3.46  -0.959
C -2.19 -1.65 -4.83  -0.656
C -1.15 -1.41 -5.75  -0.642
C 0.17 -1.30 -5.28  -0.574
P -0.20 -1.69 -1.18  0.683
C -1.34 -2.97 -0.54  0.558
C -2.45 -2.58 0.24  -0.193
C -3.46 -3.50 0.51  -0.694
C -3.37 -4.82 0.04  -0.469
C -2.23 -5.24 -0.67  -0.761
C -1.22 -4.31 -0.93  -0.267
Pm -0.25 1.09 -0.07  0.974
P 0.29 2.42 -2.59  0.380
C -1.26 2.55 -3.57  0.583
C -1.18 3.03 -4.89  -0.416
C -2.29 2.92 -5.73  -0.854
C -3.43 2.24 -5.30  -0.554
C -3.51 1.75 -3.99  -0.926
C -2.42 1.86 -3.14  0.593
C 0.06 3.43 -1.10  0.341
C 1.13 3.28 -0.16  -0.434
C 0.78 3.13 1.18  -0.557
C -0.57 3.04 1.61  -0.548
C -1.62 3.27 0.68  -0.748
C -1.30 3.58 -0.66  -0.242
C 2.04 2.72 -3.07  0.018
C 3.09 1.78 -2.89  0.323
C 4.34 2.09 -3.44  -0.778
C 4.53 3.26 -4.17  -0.540
C 3.47 4.15 -4.37  -0.840
C 2.22 3.89 -3.82  -0.569
C 1.43 -2.56 -1.20  0.840
C 1.80 -3.46 -2.21  -0.078
C 3.01 -4.15 -2.12  -0.872
C 3.87 -3.93 -1.04  -0.609
C 3.51 -3.03 -0.04  -0.712
C 2.30 -2.35 -0.11  -0.113
H 2.15 3.09 -0.51  0.498
H 1.60 2.91 1.86  0.479
H -0.81 2.86 2.66  0.581
H -2.66 3.27 1.03  0.531
H -2.05 3.88 -1.39  0.694
H -0.24 3.47 -5.25  0.389
H -2.26 3.38 -6.72  0.438
H -4.27 2.09 -5.99  0.466
H -4.42 1.28 -3.63  0.417
H -2.48 1.39 -2.15  0.014
H 2.91 0.84 -2.35  0.517
H 5.16 1.37 -3.34  0.446
H 5.48 3.45 -4.66  0.414
H 3.57 5.02 -5.01  0.453
H 1.35 4.56 -3.96  0.527
H 1.15 -3.64 -3.05  0.448
H 3.27 -4.86 -2.91  0.436
H 4.81 -4.48 -0.98  0.415
H 4.16 -2.85 0.82  0.462
H 2.00 -1.66 0.68  -0.286
H -2.53 -1.55 0.60  0.176
H -4.35 -3.18 1.05  0.411
H -4.18 -5.53 0.21  0.391
H -2.14 -6.27 -1.04  0.416
H -0.35 -4.63 -1.49  0.350
H -2.74 -1.90 -2.76  0.490
H -3.23 -1.78 -5.20  0.446
H -1.37 -1.33 -6.82  0.433
H 0.97 -1.09 -5.99  0.473
H 1.42 -1.15 -3.56  0.646
H 0.85 1.08 -3.95  0.380
H 0.27 0.66 -3.52  -0.581
I 0.36 -0.34 2.50  -0.281

---

(3)
Below is 15 unconnected molecules or ions with the total composition C7H36O14 in a non-equilibrium geometry, with properties calculated with ωB97M-V with the def2-TZVPD basis set.

Summary:
**LUMO**: -0.036 eV
**E_tot**: -1341.63223 Eh
**Energy relative to the best compared isomer or geometry (same formula, charge and spin)**: 0.0000 eV
**Orbital gap**: 9.06 eV

Last column: Mulliken charge in e.
Positions of all 57 atoms, in Å:
C 4.12 1.04 -1.81  -1.450
C 3.21 1.14 -0.65  1.128
C 2.00 0.41 -0.64  -0.435
C 1.14 0.45 0.44  -0.476
C 1.45 1.31 1.48  -0.890
C 2.72 1.84 1.59  -0.647
C 3.68 1.71 0.54  -0.906
H 4.93 1.62 -1.56  0.461
H 4.27 -0.06 -1.86  0.349
H 3.59 1.07 -2.83  0.223
H 1.76 -0.05 -1.57  0.472
H 0.18 -0.01 0.44  1.118
H 0.84 1.57 2.35  0.367
H 3.08 2.38 2.49  0.344
H 4.63 2.22 0.53  0.357
H -0.34 3.30 -0.70  0.354
H 1.02 2.75 -0.56  0.339
O 0.51 3.37 -1.16  -0.785
H 0.51 -1.57 0.90  0.394
H -0.76 -1.95 0.18  0.128
O -0.39 -1.98 1.05  -0.343
H 0.90 -0.50 -4.65  0.228
H 1.17 0.80 -3.68  0.339
O 1.04 -0.14 -3.81  -0.581
H -1.22 -2.20 -2.51  0.288
H 0.03 -1.38 -2.54  0.150
O -0.58 -1.81 -1.91  -0.388
H -2.15 -1.71 4.12  0.216
H -1.99 -2.10 2.64  0.273
O -1.76 -1.40 3.28  -0.534
H -2.18 0.47 2.46  0.325
H -1.47 1.19 3.50  0.378
O -2.11 1.37 2.80  -0.721
H -1.47 2.24 1.38  0.458
H -2.24 3.56 1.52  0.260
O -1.47 3.16 1.13  -0.645
H -3.75 -3.16 1.17  0.280
H -2.79 -4.28 1.31  0.326
O -2.91 -3.36 1.64  -0.623
H -0.24 -0.52 3.76  0.345
H 0.94 -0.04 4.59  0.315
O 0.11 0.28 4.18  -0.681
H -3.01 -0.28 0.57  0.251
H -2.54 -0.79 -0.86  0.372
O -3.21 -0.26 -0.38  -0.651
H -2.40 0.64 -3.93  0.332
H -3.40 -0.15 -3.01  0.301
O -3.29 0.25 -3.87  -0.644
H 2.27 -3.23 0.61  0.267
H 2.14 -1.71 -0.03  0.298
O 2.24 -2.30 0.73  -0.631
H -0.45 3.15 -3.89  0.297
H 0.39 2.66 -2.84  0.425
O 0.03 2.31 -3.70  -0.696
H -1.08 -4.98 0.46  0.335
H -1.61 -3.91 -0.61  0.338
O -1.64 -4.79 -0.28  -0.705

---

(4)
Below is a molecular structure, C14H24ClNO5Pt in a non-equilibrium geometry, with properties calculated with ωB97M-V with the def2-TZVPD basis set.

Summary:
**LUMO**: -12.744 eV
**E_tot**: -1557.31981 Eh
**Charge**: +2
**Orbital gap**: 2.22 eV

Last column: Mulliken charge in e.
Positions of all 46 atoms, in Å:
C 2.53 -3.48 -2.10  -1.372
C 3.21 -2.34 -1.37  -0.197
C 3.32 -1.05 -2.21  -0.991
C 2.82 0.21 -1.43  -0.580
C 1.58 0.76 -2.23  -0.570
C 1.09 1.91 -1.41  0.820
C -0.28 1.95 -0.82  -0.709
C -0.33 2.26 0.69  -1.277
C -0.54 0.97 1.48  1.191
O -0.39 1.18 2.84  -0.424
N 1.03 1.38 3.23  0.212
O 1.10 1.48 4.37  -0.272
O 0.45 0.05 0.98  -0.336
C -0.23 -1.02 0.44  0.401
O 0.21 -1.64 -0.49  -0.417
O -1.40 -1.15 1.06  -0.358
C -1.87 0.24 1.22  0.107
C -2.92 0.27 2.30  -1.374
C -4.25 -0.31 1.79  0.353
C -4.94 -1.25 2.77  -1.314
Cl -5.34 1.04 1.34  -0.210
H 2.95 -3.59 -3.11  0.400
H 2.68 -4.42 -1.57  0.383
H 1.45 -3.31 -2.21  0.301
H 4.24 -2.61 -1.09  0.457
H 2.71 -2.14 -0.42  0.172
H 2.77 -1.19 -3.14  0.592
H 4.36 -0.83 -2.49  0.299
H 2.52 0.01 -0.41  0.298
H 3.60 0.97 -1.40  0.569
H 0.79 0.01 -2.35  0.208
H 1.94 1.00 -3.24  0.709
H 1.85 2.29 -0.71  1.030
H 1.15 2.89 -2.32  -1.703
H -0.76 1.01 -1.10  0.493
H -0.87 2.71 -1.36  0.646
H 0.63 2.67 1.02  0.584
H -1.09 3.00 0.93  0.313
H -2.28 0.49 0.24  0.354
H -2.55 -0.33 3.13  0.327
H -3.06 1.29 2.66  0.564
H -4.08 -0.85 0.86  0.386
H -4.20 -1.83 3.32  0.346
H -5.58 -1.95 2.24  0.369
H -5.56 -0.70 3.49  0.364
Pt 1.52 3.96 -3.42  0.856

---

(5)
Below is a gas-phase ion, C7H14N3O (charge +1) in a non-equilibrium geometry, with properties calculated with ωB97M-V with the def2-TZVPD basis set.

Summary:
**LUMO**: -3.698 eV
**E_tot**: -514.25634 Eh
**Charge**: +1
**SMILES string**: COc1n[nH][n+](C)c1C(C)C
**Energy relative to the best compared isomer or geometry (same formula, charge and spin)**: 4.1754 eV
**Orbital gap**: 10.14 eV

Last column: Mulliken charge in e.
Positions of all 25 atoms, in Å:
C 0.10 0.12 0.54  0.310
C 1.07 0.19 -0.91  0.693
C -0.52 -2.22 0.94  -1.415
C -2.08 -0.48 -0.35  -1.437
C -0.02 1.76 2.33  -0.850
C 1.41 -0.35 -3.07  -0.765
C -1.06 -0.75 0.78  0.425
N 1.88 1.12 -0.71  -0.473
N 1.70 1.75 0.55  -0.415
N 0.55 1.14 1.16  0.390
O 0.86 -0.66 -1.84  -0.310
H 0.22 -2.08 1.62  0.478
H -0.23 -2.53 -0.10  0.279
H -1.25 -2.89 1.32  0.426
H -1.62 -0.82 -1.32  0.304
H -2.34 0.55 -0.58  0.382
H -3.08 -0.90 -0.21  0.405
H 0.04 2.83 2.40  0.313
H -0.98 1.32 2.55  0.292
H 0.68 1.44 3.08  0.429
H 0.93 0.55 -3.48  0.346
H 1.09 -1.24 -3.60  0.270
H 2.45 -0.26 -3.29  0.367
H -1.56 -0.35 1.79  0.258
H 1.77 2.75 0.40  0.298

---

(6)
Below is a molecular structure, C28H19F3INPSTc, with properties calculated with ωB97M-V with the def2-TZVPD basis set.

Summary:
**LUMO (spin up / spin down)**: -10.869 / -12.787 eV
**E_tot**: -2549.75572 Eh
**Expectation value of S²**: 1.1383
**Charge**: +3
**Multiplicity**: 2
**Orbital gap (spin up / spin down)**: 6.76 / 4.83 eV

Last column: Mulliken charge in e.
Positions of all 55 atoms, in Å:
Tc -0.20 -0.31 0.60  -0.513
I 2.46 -0.38 0.33  0.521
C 3.45 -0.05 2.13  0.043
C 4.84 0.05 1.90  -0.684
C 5.74 0.14 2.94  -0.946
C 5.25 0.11 4.25  -0.637
C 3.87 0.03 4.52  0.878
C 3.47 -0.01 5.86  -0.736
C 2.13 -0.07 6.20  -1.088
C 1.19 -0.05 5.18  -0.201
C 1.54 0.00 3.82  0.756
P 0.02 0.14 2.80  2.547
C -0.86 -1.42 2.94  0.661
C -0.37 -2.44 2.10  0.052
C -1.10 -3.61 1.91  -1.017
C -2.30 -3.79 2.59  -0.668
C -2.77 -2.80 3.45  -0.856
C -2.07 -1.61 3.61  -0.504
C -0.84 1.56 3.45  0.703
C -0.09 2.62 3.97  -0.655
C -0.72 3.80 4.34  -0.753
C -2.10 3.92 4.19  -0.750
C -2.85 2.87 3.67  -0.908
C -2.23 1.70 3.29  -0.507
C 2.90 -0.01 3.45  0.622
H 5.21 0.03 0.89  0.446
H 6.80 0.22 2.75  0.465
H 5.94 0.16 5.09  0.481
H 4.23 0.01 6.63  0.494
H 1.82 -0.11 7.23  0.485
H 0.14 -0.04 5.46  0.460
H 0.64 -2.41 1.70  0.229
H -0.72 -4.40 1.27  0.517
H -2.86 -4.71 2.47  0.472
H -3.68 -2.96 4.00  0.469
H -2.46 -0.84 4.27  0.539
H 0.98 2.54 4.09  0.446
H -0.14 4.62 4.74  0.477
H -2.59 4.84 4.48  0.458
H -3.92 2.97 3.56  0.502
H -2.82 0.89 2.87  0.285
F -3.76 3.48 -2.26  -0.215
C -3.35 3.40 -1.01  0.617
F -2.12 3.93 -0.92  -0.267
F -4.17 4.13 -0.24  -0.224
C -3.35 1.96 -0.54  0.128
C -4.56 1.26 -0.49  -0.459
C -4.60 -0.06 -0.06  -0.958
C -3.42 -0.67 0.34  -0.331
N -2.26 0.01 0.30  -0.110
C -2.23 1.28 -0.14  0.940
S -0.51 1.76 -0.04  -0.192
H -5.48 1.76 -0.79  0.546
H -5.53 -0.61 -0.03  0.479
H -3.38 -1.69 0.68  0.458